An isolated ion of composition C6H12NO and charge +1. Source: the Open Molecules 2025 dataset; level of theory: ωB97M-V with the def2-TZVPD basis set.

Summary:
energy	-9946.5795	eV
spin multiplicity	1
HOMO-LUMO gap	0.35343	Ha
charge	+1
energy above the lowest of the compared OMol25 structures with the same formula, charge and spin	0.525	eV
lowest unoccupied orbital energy	-3.64	eV

XYZ file:
```
20
Properties=species:S:1:pos:R:3:forces:R:3:nbo_charge:R:1
O 1.15231 2.53737 -1.67522 0.0 0.0 0.1 -0.492
N -1.25427 1.73476 -1.83906 -0.6 -0.4 0.6 -0.669
C 0.05957 -1.53850 1.41815 -0.3 -0.3 0.3 -0.099
C -0.45288 -0.36400 -0.72803 -0.1 0.2 -0.2 -0.440
C -0.48838 1.16590 -0.65783 0.2 0.4 -0.3 -0.137
C 0.46631 -0.92228 0.32253 0.2 -0.2 -0.6 -0.261
C 0.92172 -2.13146 2.48288 0.5 -0.6 0.0 -0.670
C 0.89779 1.80784 -0.75555 -0.1 0.0 -0.1 0.418
H -1.34221 2.75040 -1.75946 0.4 0.0 -0.4 0.458
H 1.62196 1.55793 0.02951 0.0 0.0 0.1 0.173
H 1.51807 -0.89852 0.04603 0.1 0.2 0.3 0.211
H 0.33822 -2.61402 3.26003 -0.2 0.2 0.1 0.235
H -0.99339 1.55900 0.22489 0.0 -0.3 0.2 0.246
H 1.61022 -1.42502 2.94353 -0.1 0.2 0.0 0.237
H -0.80608 1.44949 -2.70945 0.1 0.4 -0.2 0.455
H -0.11242 -0.64634 -1.73119 0.2 0.0 0.0 0.222
H 1.54519 -2.93687 2.08266 0.0 0.1 -0.2 0.240
H -2.20783 1.36693 -1.83983 0.0 -0.1 0.0 0.441
H -1.00611 -1.70587 1.55457 -0.1 0.3 0.0 0.200
H -1.46779 -0.74673 -0.66914 -0.2 -0.1 0.4 0.231
```
Positions in Å, forces in eV/Å.

***

A 11-piece molecular cluster, C44H88O21 overall. Source: the Open Molecules 2025 dataset; level of theory: ωB97M-V with the def2-TZVPD basis set.

Summary:
energy	-90050.3119	eV
spin multiplicity	1
HOMO-LUMO gap	0.36499	Ha
charge	0
energy above the lowest of the compared OMol25 structures with the same formula, charge and spin	0.000	eV
lowest unoccupied orbital energy	0.45	eV

XYZ file:
```
153
Properties=species:S:1:pos:R:3:forces:R:3:mulliken_charge:R:1
O 5.04641 -0.38960 -5.41742 -0.1 0.4 -0.6 -0.317
O -1.33881 -4.61778 0.65060 0.7 0.1 -0.6 -0.381
O -4.97994 4.11504 -0.31788 -0.2 0.2 0.3 -0.577
O -0.43021 -0.16187 7.72921 -0.2 -0.1 -0.5 -0.260
O -2.38955 -0.34427 8.57456 -0.7 0.8 -0.3 -0.296
O -0.81826 -1.82456 9.20623 -0.1 -0.1 0.0 -0.580
O 3.13587 3.10461 -0.91481 -0.1 -0.6 0.0 0.095
O -1.57452 4.01447 -2.68366 0.5 -0.7 -0.5 -0.170
O -2.25809 4.89892 -0.74675 0.0 0.1 0.5 -0.561
O 4.02121 -1.63057 -3.85384 -0.2 -0.2 0.0 -0.605
O -0.55454 3.42664 -0.89886 0.6 -1.6 -0.8 0.482
O 3.08157 -5.27883 0.24596 0.4 0.2 0.4 -0.566
O -4.21158 -0.86379 4.40120 -0.4 -0.8 0.1 -0.511
O 2.25709 2.68749 -2.79371 0.0 -0.5 -0.5 0.055
O 2.04683 4.78630 -1.96102 -0.1 0.4 -0.1 -0.635
O 2.95792 -0.05146 -5.06796 -0.2 0.4 -0.7 -0.405
O -5.58257 1.95765 -0.33071 -0.6 -0.3 0.0 -0.413
O -0.61342 -0.57284 1.23354 -0.1 -0.3 0.7 -0.001
O -4.22651 -0.18632 -3.58703 -1.0 0.2 0.7 -0.421
O -7.00949 3.42425 -0.99885 -0.9 -0.6 0.2 -0.358
O 6.87733 0.87516 -0.00296 -0.1 -0.1 0.5 -0.520
C 0.87630 -0.06454 -0.52835 0.1 -0.1 -1.3 1.769
C -7.46447 4.74222 -1.20062 -0.7 0.9 -0.2 -0.723
C 3.18519 -5.70715 -1.10658 -0.5 0.1 -0.1 -0.572
C -2.61996 -4.69469 2.61523 0.5 -0.6 -0.2 0.051
C 3.66399 3.92622 0.13918 -0.6 -0.1 -0.7 -0.432
C -3.59881 1.33952 4.21220 1.5 0.7 0.2 0.065
C -0.58889 -0.39247 -0.18706 0.5 0.5 0.5 0.507
C -0.09672 3.49759 0.43431 -0.2 1.8 0.2 0.010
C 6.64674 -0.07921 1.02621 0.2 -1.1 -0.1 -0.501
C -1.32135 -5.20337 1.94685 -0.8 0.1 0.2 -0.629
C -1.54534 4.16504 -1.36572 0.0 1.0 0.3 0.056
C -2.04789 -0.17604 -4.37798 1.2 0.2 0.5 0.794
C 6.02149 0.58880 -1.10502 -0.5 0.0 -0.2 0.053
C 0.88610 -0.66131 7.44999 0.3 -0.2 0.4 -0.387
C -4.40415 0.12765 0.63540 0.7 0.5 0.0 -0.893
C 1.49826 2.96736 -3.95744 -0.8 0.7 -0.4 -0.859
C 1.89712 -3.79040 -1.13303 -1.1 1.8 0.7 1.040
C 1.90590 -5.15688 -1.75872 1.0 -0.2 -0.1 -0.504
C -4.25667 -0.99588 -4.73479 0.7 0.1 -0.2 -0.513
C 2.42356 3.65277 -1.90566 0.5 -0.1 0.6 0.396
C 1.28307 -0.26850 6.04048 0.2 0.3 0.6 -1.009
C -5.79760 3.25271 -0.50449 1.0 0.4 -0.4 0.859
C -2.43505 -3.69014 0.52525 0.4 -1.1 0.1 0.669
C 5.24261 -0.68867 -0.78899 0.4 -0.3 -0.1 1.193
C -3.48405 -4.37456 1.41139 0.0 1.4 0.1 -0.668
C -2.31360 0.49845 4.22472 0.2 0.2 0.4 0.311
C -2.45694 4.37052 -4.85706 0.6 0.9 -0.6 -1.171
C -2.83936 -0.92591 4.00677 0.3 1.0 0.3 0.539
C 2.50483 -3.96795 0.27409 -0.3 -0.4 -0.7 0.515
C -4.34923 1.61099 0.27924 0.6 -0.8 0.2 0.530
C -2.95822 -0.58617 -5.51695 -1.4 -1.1 -0.1 -0.770
C -4.51918 0.40057 4.93878 -0.5 0.8 0.1 -0.385
C 4.27171 3.00600 1.14948 1.1 0.2 1.4 -0.891
C 4.00234 -0.78010 -4.70534 0.2 -0.2 0.6 0.782
C 0.72087 -0.88301 1.68662 -0.4 0.7 -0.2 0.186
C -2.59714 4.71166 -3.39266 -0.7 -0.2 0.1 -0.031
C 1.69110 -0.46810 -4.61277 -1.1 -0.2 0.7 -0.568
C 1.54928 0.03998 0.81947 0.6 -0.5 0.0 0.908
C -3.37378 -0.92210 9.42888 0.2 -0.7 0.0 -0.729
C -1.18754 -0.87680 8.56094 0.6 -0.3 0.3 0.773
C 7.31796 -0.60314 -6.18080 -0.7 0.1 -0.5 -1.327
C -2.91580 -0.11692 -3.09680 0.4 0.2 -1.0 0.570
C 6.27240 -1.03350 -5.15425 1.9 -0.6 0.8 0.160
C 6.09550 -1.32574 0.30343 -0.1 0.3 0.2 -0.734
H 8.19857 -1.23829 -6.25597 -0.2 -0.3 0.4 0.396
H -1.88088 0.58577 5.22734 -0.1 -0.2 0.0 0.098
H 7.68988 0.40597 -6.01102 -0.3 0.1 -0.1 0.316
H 0.90200 -3.33403 -1.05286 -0.2 -0.5 0.1 -0.410
H -7.38433 5.00110 -2.25665 0.5 0.1 0.1 0.266
H 6.80945 -0.66612 -7.14661 0.3 0.3 -0.1 0.321
H -2.64064 -1.48639 -6.04701 0.4 0.1 0.0 0.289
H -3.43087 -0.17557 1.03518 0.0 0.2 0.3 -0.262
H 5.29092 2.68566 0.92203 -0.1 -0.1 -0.4 0.261
H 1.05323 -5.76126 -1.45415 -0.1 0.1 0.0 0.210
H 3.22136 -3.16333 0.46554 0.3 -0.3 0.1 -0.153
H 2.42565 -2.98995 -1.65997 0.5 -0.6 -0.4 -0.288
H -1.21688 -0.87366 -4.24167 -0.1 -0.1 -0.1 0.007
H -4.50576 -0.50540 -0.24583 -0.6 0.1 0.0 0.482
H 2.37324 -0.29328 6.00594 0.0 0.0 -0.2 0.478
H -4.31897 -3.73464 1.70445 0.0 0.0 -0.2 0.331
H 2.60915 -0.21884 0.79582 0.0 0.0 0.0 -0.001
H -3.22035 4.86591 -5.46086 -0.4 -0.3 0.3 0.442
H -2.97892 -1.03186 10.43612 -0.1 0.1 0.1 0.357
H 3.26170 -6.79233 -1.12317 0.0 0.0 0.1 0.375
H -3.55621 4.39138 -2.97630 0.0 0.1 -0.1 0.086
H -4.20340 2.21609 1.17412 0.0 0.1 -0.1 0.391
H 1.44202 1.06747 1.16200 0.1 -0.1 0.3 -0.621
H 1.74980 -3.94476 1.06004 0.0 -0.1 0.0 -0.206
H -2.50695 5.78389 -3.21318 0.1 0.0 0.0 0.313
H -0.89357 3.31127 1.15610 0.1 -0.3 -0.1 0.317
H -0.95481 -1.31279 -0.64858 0.0 0.1 -0.3 0.051
H 4.24850 -0.42652 -0.42300 0.1 -0.1 0.1 -1.203
H 1.05523 0.84895 -1.10294 -0.5 0.1 0.1 -0.787
H 6.66194 0.48625 -1.98526 -0.2 0.1 -0.1 0.063
H -4.19428 -2.06113 -4.46932 0.1 0.0 0.1 0.263
H 6.19402 -2.12171 -5.12959 -0.5 0.0 -0.3 0.306
H -2.71491 -3.67159 -0.52850 0.0 0.1 0.0 0.214
H 1.43931 4.03690 -4.16514 0.2 0.0 0.2 0.460
H 1.50736 -1.52688 -4.79077 0.3 -0.1 0.1 0.623
H -3.64102 -1.90795 9.04862 0.0 0.0 0.1 0.319
H 1.55756 -0.20163 8.17950 0.0 0.1 -0.1 0.266
H 0.77955 2.86605 0.53066 -0.3 -0.3 -0.1 -0.771
H 0.89301 0.07905 -5.11304 0.5 0.2 -0.5 0.280
H -2.76664 -1.19387 2.95246 0.0 -0.4 0.1 -0.797
H -6.98967 5.46925 -0.54603 0.4 -0.1 -0.2 0.327
H -5.15460 -0.02332 1.40872 -0.1 -0.4 -0.2 0.480
H 6.63404 -0.77886 -4.15224 -0.3 0.2 0.0 0.017
H 0.83738 -0.63992 2.74279 -0.4 0.0 0.1 -0.224
H -0.44330 -4.90038 2.52282 0.1 0.0 -0.2 0.263
H -3.16442 0.15138 -6.29013 0.1 0.3 0.3 0.326
H -1.57756 0.80277 -4.49572 -0.1 0.0 -0.4 -0.420
H 0.24818 4.53076 0.57476 -0.1 -0.1 0.3 0.401
H -3.85419 1.60429 3.18745 -0.5 -0.2 0.1 -0.600
H -2.28572 -1.59771 4.66775 -0.1 -0.4 -0.3 0.311
H -3.86178 -5.23759 0.86543 0.0 -0.2 0.2 0.349
H 5.53594 -2.03523 0.91352 0.0 0.2 0.3 0.329
H 6.94711 -1.87919 -0.09703 -0.1 0.1 -0.3 0.384
H -3.06138 -5.41714 3.29970 0.1 0.1 0.1 0.459
H 4.40316 3.58014 2.07529 -0.1 0.1 0.0 0.489
H 0.96101 0.76476 5.90605 0.1 0.0 -0.3 0.283
H 1.94418 2.48362 -4.82179 0.2 -0.3 0.2 0.332
H -4.35546 0.49406 6.02332 0.4 -0.4 0.0 0.099
H 0.46677 2.64475 -3.81283 0.0 -0.2 0.0 0.116
H 4.07399 -5.27126 -1.57528 0.1 0.0 -0.1 0.229
H -1.55371 4.84403 -5.25941 0.2 -0.3 0.2 0.316
H -2.67962 -0.93515 -2.40676 -0.1 0.0 0.1 -0.104
H -3.51035 1.78412 -0.40149 -0.1 0.3 -0.1 -0.465
H 1.52046 -0.22997 -3.56024 0.4 -0.2 0.1 0.047
H -1.22292 0.46384 -0.42676 -0.3 -0.2 0.0 -0.636
H 1.97526 -5.11419 -2.84546 -0.1 -0.1 0.0 0.332
H 7.59626 -0.35572 1.48739 0.1 0.4 0.1 0.394
H -5.22338 -0.84619 -5.21134 0.2 0.2 -0.3 0.352
H -3.37002 2.25802 4.75762 -0.4 0.1 0.0 0.517
H -2.40614 3.31379 -5.10954 -0.2 -0.1 0.3 0.147
H -1.32250 -6.28765 1.81548 0.1 0.0 0.1 0.324
H 5.28114 1.38558 -1.23286 0.4 0.2 -0.2 -0.012
H 5.11787 -1.32616 -1.66322 0.0 0.0 0.0 0.365
H -2.76439 0.86068 -2.63691 -0.2 -0.2 0.4 -0.377
H -4.25527 -0.29231 9.40066 0.1 0.2 0.0 0.220
H 2.85316 4.51990 0.56761 0.1 0.1 -0.1 0.320
H 0.93389 -1.94758 1.57027 0.1 0.0 -0.3 -0.525
H -8.53364 4.82314 -0.99131 0.0 -0.6 0.2 0.284
H 0.93805 -1.73234 7.64405 -0.2 0.0 -0.2 0.384
H 4.39743 4.57812 -0.33918 0.0 0.2 0.4 0.410
H -1.51438 0.83473 3.56325 -0.3 -0.2 -0.4 -0.084
H -2.03148 -2.72247 0.83905 -0.7 0.2 0.2 -0.642
H 5.96957 0.28182 1.80623 -0.1 0.2 -0.1 0.206
H 1.27064 -0.83269 -1.20173 0.3 -0.2 0.5 -0.619
H -2.37628 -3.75998 3.12171 -0.3 -0.1 0.3 -0.290
H 3.72208 2.12090 1.46948 -0.5 0.1 -0.5 0.026
H -5.57939 0.64504 4.83443 0.0 -0.4 -0.5 0.402
H 0.88868 -0.90784 5.25429 -0.2 0.0 0.1 0.179
```
Positions in Å, forces in eV/Å.

***

One molecule with the formula C5H11NO. Source: the Open Molecules 2025 dataset; level of theory: ωB97M-V with the def2-TZVPD basis set.

Summary:
energy	-8900.0049	eV
spin multiplicity	1
HOMO-LUMO gap	0.36387	Ha
charge	0
energy above the lowest of the compared OMol25 structures with the same formula, charge and spin	1.692	eV
lowest unoccupied orbital energy	0.89	eV

XYZ file:
```
18
Properties=species:S:1:pos:R:3:forces:R:3:nbo_charge:R:1
O -2.13922 1.09963 0.10915 0.4 -0.4 -0.1 -0.697
N 2.20308 0.33707 -0.60438 -0.1 0.1 0.3 -0.818
C -0.08423 1.63381 1.10861 0.2 -0.2 0.0 -0.552
C -0.78479 0.84380 0.28903 0.3 0.5 0.3 0.355
C -0.31924 -0.36922 -0.51233 -0.8 -0.2 -0.2 -0.307
C -0.93991 -1.62522 0.12530 -0.3 -0.1 0.0 -0.593
C 1.17687 -0.66852 -0.84674 0.2 0.3 -0.2 -0.207
H 1.22007 -0.88947 -1.92215 -0.2 0.0 0.2 0.191
H -0.66978 -2.52862 -0.43188 0.0 0.2 0.0 0.208
H -2.43057 1.75227 0.76835 0.3 -0.3 -0.3 0.481
H -0.59696 -1.74822 1.15940 0.0 0.0 -0.2 0.206
H -0.54370 2.48224 1.60768 -0.1 -0.1 -0.1 0.194
H -0.79785 -0.24987 -1.49705 -0.1 0.1 0.3 0.217
H 1.50080 -1.59713 -0.36171 -0.2 0.2 0.1 0.191
H -2.03409 -1.56797 0.13890 0.2 0.0 0.0 0.221
H 2.42928 0.35116 0.38775 0.0 0.1 -0.3 0.347
H 1.84774 1.25978 -0.84782 0.2 -0.2 0.1 0.357
H 0.96251 1.48448 1.32987 -0.2 -0.1 -0.1 0.205
```
Positions in Å, forces in eV/Å.